Version A
Density functional theory data (wB97M-V/def2-TZVPD) for one molecule with the formula C5H8FNO.

CARTESIAN COORDINATES (ANGSTROEM)
F -0.243 2.171 -0.995
C 0.067 1.442 0.175
C -1.150 0.638 0.690
O -0.883 -0.644 1.193
C -0.361 -1.555 0.214
C 0.247 -0.641 -0.808
N 1.563 -0.218 -1.293
C 0.980 0.372 -0.124
H 0.589 2.117 0.901
H -1.780 0.651 -0.220
H -1.583 1.120 1.494
H -1.129 -2.220 -0.209
H 0.450 -2.091 0.666
H -0.511 -0.212 -1.419
H 2.348 -0.895 -1.031
H 1.397 -0.035 0.765

Properties
- SMILES: F[C@H]1COC[C@@H]2N[C@H]21
- Molecular weight: 117.12 g/mol
- Kohn-Sham gap: 0.381 Eh

***

Version B
Density functional theory data (wB97M-V/def2-TZVPD) for one molecule with the formula C5H8FNO.

CARTESIAN COORDINATES (ANGSTROEM)
O -1.734 -0.230 -0.424
C -0.991 -0.821 0.531
C 0.405 -1.059 0.033
C 0.710 -0.511 -1.079
N 0.774 1.016 -1.100
C 0.594 1.350 0.305
C 0.080 0.079 1.005
F 0.255 -0.045 2.315
H -2.778 -0.026 0.026
H -1.463 -1.342 1.340
H 0.950 -1.913 0.643
H 0.114 -0.869 -2.087
H 1.835 -0.808 -1.276
H -0.194 1.298 -1.578
H 1.564 1.590 0.975
H -0.119 2.292 0.371

Properties
- SMILES: O[C@H]1[C@H]2CNC[C@]21F
- Molecular weight: 117.12 g/mol
- Kohn-Sham gap: 0.333 Eh

***

Quick ranking, most stable first: version A, version B.

***

Version A
Density functional theory data (wB97M-V/def2-TZVPD) for one molecule with the formula C5H8FNO.

CARTESIAN COORDINATES (ANGSTROEM)
C -1.853 1.132 2.027
N -0.933 0.940 1.022
C -0.150 -0.138 1.134
C 0.763 -0.421 0.151
F 1.789 -1.315 0.551
C 0.233 -0.215 -1.246
C 1.066 -0.459 -2.423
O -0.808 0.367 -1.376
H -1.496 0.818 3.017
H -2.234 2.233 2.082
H -2.840 0.407 1.830
H -1.059 1.177 0.082
H 0.199 -0.611 2.144
H 1.924 0.523 -2.543
H 0.162 -0.197 -3.240
H 1.886 -1.417 -2.338

Properties
- SMILES: CN/C=C(/F)C(C)=O
- Molecular weight: 117.12 g/mol
- Kohn-Sham gap: 0.314 Eh

***

Version B
Density functional theory data (wB97M-V/def2-TZVPD) for one molecule with the formula C5H8FNO.

CARTESIAN COORDINATES (ANGSTROEM)
C -2.369 -0.621 -0.483
C -1.539 0.182 0.563
C -0.078 -0.063 0.314
C 0.812 0.943 0.128
F 0.322 2.212 -0.077
C 2.244 0.962 -0.119
N 3.117 0.008 -0.089
O 2.558 -1.230 0.129
H -3.433 -0.617 -0.264
H -2.246 -0.193 -1.479
H -2.044 -1.652 -0.518
H -1.767 1.256 0.549
H -1.833 -0.183 1.579
H 0.319 -1.080 0.320
H 2.680 1.895 -0.387
H 3.255 -1.819 -0.166

Properties
- SMILES: CC/C=C(F)/C=N\O
- Molecular weight: 117.12 g/mol
- Kohn-Sham gap: 0.352 Eh

***

Version C
Density functional theory data (wB97M-V/def2-TZVPD) for C5H8FNO as an isolated structure.

CARTESIAN COORDINATES (ANGSTROEM)
C -1.101 0.175 -0.095
C 0.065 -0.183 0.915
C 1.084 0.915 0.611
C 0.022 -0.175 -1.089
C 0.438 -1.248 -0.105
H -2.770 -0.664 0.637
H -1.484 1.228 -0.070
H -0.089 -0.454 1.911
H 2.045 0.593 0.995
H 0.752 1.862 0.982
H 0.715 1.787 -1.201
H -0.134 -0.230 -2.128
H -0.189 -2.116 -0.157
N 1.065 0.872 -0.885
O -2.190 -0.700 -0.178
F 1.771 -1.663 -0.143

Properties
- Molecular weight: 117.12 g/mol
- Kohn-Sham gap: 0.359 Eh

***

Quick ranking, most stable first: version C, version B, version A.

***

Version A
Density functional theory data (wB97M-V/def2-TZVPD) for one molecule with the formula C13H16N6O4.

CARTESIAN COORDINATES (ANGSTROEM)
C 3.337 -0.259 -3.340
O 2.194 -0.024 -2.381
C 2.525 -0.293 -1.176
C 3.636 -0.991 -0.874
C 3.878 -1.170 0.671
C 2.979 -0.641 1.576
C 1.688 -0.235 1.053
C 1.586 0.010 -0.288
N 0.481 0.856 -0.852
C -0.709 0.845 -0.195
N -1.059 0.113 0.730
C -2.380 0.452 0.964
N -2.704 -0.285 2.396
C -1.990 -1.498 2.959
C -1.730 -2.614 2.267
O -0.440 -2.360 1.323
N -3.308 1.199 0.745
C -3.013 1.814 -0.529
N -3.839 2.752 -0.905
C -1.813 1.750 -0.983
N -1.302 2.569 -2.088
O -0.234 2.307 -2.764
O -2.052 3.289 -2.543
H 2.843 0.092 -4.344
H 4.397 0.330 -2.989
H 3.518 -1.442 -3.415
H 4.377 -1.450 -1.401
H 4.602 -1.842 1.274
H 2.957 -0.960 2.594
H 0.988 0.283 1.666
H 0.674 1.247 -1.681
H -3.575 -0.106 2.652
H -0.991 -0.763 3.181
H -2.352 -1.348 3.759
H -1.504 -3.442 2.893
H -2.589 -2.831 1.491
H -0.557 -1.458 0.906
H -4.829 2.813 -0.574
H -3.688 3.288 -1.778

Properties
- SMILES: COc1ccccc1Nc1nc(NCCO)nc(N)c1[N+](=O)[O-]
- Molecular weight: 320.31 g/mol
- Kohn-Sham gap: 0.300 Eh

***

Version B
Density functional theory data (wB97M-V/def2-TZVPD) for C13H16N6O4 as an isolated structure.

CARTESIAN COORDINATES (ANGSTROEM)
C 2.014 -0.167 1.099
C 1.801 -1.483 0.365
C 3.047 -1.885 -0.396
C 1.474 -2.610 1.342
N 0.702 -1.319 -0.634
C -0.320 -0.474 -0.587
N -0.986 -0.516 -1.719
C -2.014 0.304 -2.350
C -0.479 -1.581 -2.460
C 0.561 -2.089 -1.784
H 1.131 0.109 1.692
H 2.868 -0.309 1.785
H 2.271 0.643 0.398
H 2.932 -2.885 -0.828
H 3.280 -1.160 -1.184
H 3.888 -1.925 0.305
H 1.434 -3.568 0.805
H 2.284 -2.674 2.080
H 0.525 -2.430 1.858
H -1.970 1.326 -1.968
H -1.824 0.287 -3.435
H -2.999 -0.151 -2.195
H -0.878 -1.877 -3.422
H 1.231 -2.884 -2.089
O -1.299 -1.119 1.104
N -2.097 -0.311 1.744
C -2.093 1.039 1.279
C -1.168 1.253 0.267
C -0.846 2.585 0.080
N 0.296 3.164 -0.460
O 1.239 2.660 -1.060
O 0.279 4.539 -0.161
N -0.873 4.849 0.631
C -1.497 3.654 0.816
N -2.495 3.409 1.687
C -2.789 2.125 1.913
O -2.795 -0.722 2.697
H -0.248 0.335 0.179
H -3.586 1.859 2.607

Properties
- Molecular weight: 320.31 g/mol
- Kohn-Sham gap: 0.195 Eh

***

Quick ranking, most stable first: version A, version B.

***

Version A
Density functional theory data (wB97M-V/def2-TZVPD) for a 12-piece molecular cluster, H23O12 overall.

CARTESIAN COORDINATES (ANGSTROEM)
O 3.354 -0.490 -3.636
H 1.268 0.621 1.591
H -2.132 1.654 -4.440
O 0.376 1.507 4.692
H 0.308 2.452 4.611
H 1.008 1.043 4.131
O -2.697 1.335 -0.826
H -2.110 2.030 -0.538
O -1.844 0.769 -4.126
H 3.546 -2.152 0.984
H -1.273 1.114 -3.305
O 0.561 0.587 2.237
H 0.871 -2.895 2.092
H -0.996 -1.950 0.072
O 0.822 -0.493 -0.163
H 0.099 2.508 -2.833
H -2.457 0.948 -1.697
O 3.927 -2.865 1.510
H 3.211 -3.266 2.005
H 0.733 0.546 -0.089
O -4.643 0.190 0.569
H -4.562 -0.657 0.111
H -4.047 0.782 -0.004
O 1.276 -3.573 2.655
H 0.996 -4.412 2.285
H -0.665 -1.056 1.278
O 0.013 1.631 -2.443
H 2.503 -0.493 -4.146
H 0.217 2.454 0.318
O -0.386 1.814 -0.055
H -0.157 1.913 -1.342
H 1.094 -0.308 -1.084
O -0.880 -1.972 1.017
H 2.777 -0.079 -2.910
H -0.109 0.762 1.480

Properties
- Charge: -1
- Molecular weight: 215.17 g/mol
- Kohn-Sham gap: 0.368 Eh

***

Version B
Density functional theory data (wB97M-V/def2-TZVPD) for a 12-piece molecular cluster, H23O12 overall.

CARTESIAN COORDINATES (ANGSTROEM)
O -0.546 -1.655 1.294
H 1.135 4.635 0.046
H -1.910 1.753 1.296
O 3.510 -1.166 1.166
H 2.747 -0.782 0.739
H 4.217 -0.844 1.820
O 0.015 -1.495 -1.166
H 0.860 -1.270 -1.444
O -2.217 1.382 2.046
H -0.840 3.259 1.599
H -1.516 0.715 2.133
O 1.401 3.921 -0.420
H 3.144 1.824 -2.224
H -2.644 -2.246 3.489
O 0.428 -4.064 -2.271
H -1.411 0.084 -1.796
H 1.382 0.167 1.413
O -1.381 4.131 1.560
H -2.221 3.936 0.952
H -0.171 -4.646 -1.845
O -2.098 -2.166 -4.218
H -1.568 -2.541 -3.507
H -2.300 -1.296 -3.812
O 3.094 2.710 -2.474
H 3.015 3.154 -1.707
H -3.049 -2.800 2.046
O -1.029 0.736 -1.264
H -0.852 -2.516 1.561
H 1.874 0.783 2.740
O 1.519 0.996 1.898
H -0.439 0.037 -0.858
H 0.101 -3.181 -1.761
O -2.872 -3.088 2.989
H -0.153 -1.653 0.234
H 0.776 3.187 -0.253

Properties
- Charge: -1
- Molecular weight: 215.17 g/mol
- Kohn-Sham gap: 0.334 Eh

***

Version C
Density functional theory data (wB97M-V/def2-TZVPD) for a 12-piece molecular cluster, H23O12 overall.

CARTESIAN COORDINATES (ANGSTROEM)
O 1.447 -0.702 1.202
H 0.600 -0.353 1.566
H 0.664 1.883 0.662
O -3.234 3.694 -0.681
H -2.626 3.637 -1.412
H -3.134 2.823 -0.290
O 4.358 -1.836 -0.968
H 4.552 -0.944 -0.658
O 1.570 2.325 0.614
H -0.253 -1.400 -2.003
H 1.143 3.214 0.556
O -1.859 1.482 -1.394
H -1.421 1.657 -2.221
H 3.266 1.114 -1.603
O 2.804 -3.158 1.754
H 2.025 -2.613 1.510
H 3.608 -2.206 -0.508
O -0.334 -0.868 -1.213
H -0.483 0.148 -1.270
H 3.372 -2.673 2.360
O -4.395 0.144 0.575
H -3.511 0.369 0.233
H -4.531 -0.590 -0.089
O -3.837 -0.457 -3.172
H -3.277 -0.123 -2.466
H -4.678 -0.551 -2.736
O -0.872 1.096 1.138
H 1.412 -1.504 0.691
H -1.362 1.869 1.425
O 0.462 -2.749 3.225
H 0.663 -3.609 2.785
H -0.446 -2.832 2.895
O 4.073 1.123 -1.010
H -0.962 1.071 0.162
H 3.420 1.218 -0.259

Properties
- Charge: -1
- Molecular weight: 215.17 g/mol
- Kohn-Sham gap: 0.313 Eh

***

Quick ranking, most stable first: version A, version C, version B.